# 1
DFT (ωB97M-V/def2-TZVPD) results for a single C5H10O molecule.

- LUMO (eV) = 1.15
- frontier orbital gap (eV) = 10.6
- structure (SMILES) = CO[C@H]1C[C@H]1C
- E_HOMO (eV) = -9.422

Structure (XYZ):
```
16
C5H10O, DFT ωB97M-V/def2-TZVPD
C -1.82 -0.97 0.35
O -1.13 0.12 0.93
C -0.52 0.88 -0.07
C 0.74 1.67 0.15
C 0.78 0.41 -0.66
C 1.41 -0.80 -0.01
H -2.33 -1.52 1.15
H -1.14 -1.66 -0.16
H -2.58 -0.64 -0.38
H -1.26 1.33 -0.74
H 1.27 1.66 1.10
H 0.84 2.62 -0.38
H 0.91 0.51 -1.74
H 1.11 -1.72 -0.52
H 1.07 -0.86 1.03
H 2.51 -0.75 0.00
```

# 2
DFT (ωB97M-V/def2-TZVPD) results for a molecular structure, C27H34BrIN8OPd.

- spin multiplicity = 5
- LUMO (alpha / beta) (eV) = -10.82 / -13.92
- frontier orbital gap (alpha / beta) (eV) = 7.2 / 4.1
- expectation value of S² = 6.031
- net charge = +4
- E_HOMO (alpha / beta) (eV) = -17.999 / -17.973

Structure (XYZ):
```
73
C27H34BrIN8OPd, DFT ωB97M-V/def2-TZVPD
Pd 0.61 0.45 0.03
N -3.53 -1.29 0.09
C -2.29 -0.98 0.42
N -1.49 -0.25 -0.32
C -1.96 0.24 -1.54
N -1.23 1.00 -2.30
N 0.00 1.26 -1.81
C 0.77 2.12 -2.37
C 2.10 2.35 -1.79
C 3.01 3.16 -2.44
C 4.28 3.33 -1.88
C 4.58 2.68 -0.70
C 3.61 1.88 -0.12
N 2.39 1.71 -0.63
C -3.31 -0.08 -1.95
C -3.86 0.39 -3.16
C -5.16 0.07 -3.48
C -5.94 -0.71 -2.62
C -5.42 -1.18 -1.43
C -4.11 -0.86 -1.11
H -4.09 -1.85 0.73
H -1.93 -1.35 1.37
H 0.44 2.66 -3.25
H 2.74 3.65 -3.36
H 5.01 3.97 -2.37
H 5.55 2.78 -0.23
H 3.83 1.35 0.81
H -3.25 0.99 -3.81
H -5.58 0.43 -4.41
H -6.96 -0.95 -2.89
H -6.02 -1.78 -0.76
Br 4.86 -3.59 -2.53
C 3.26 -4.11 -3.22
C 3.29 -5.15 -4.20
C 2.13 -5.59 -4.78
C 0.92 -4.99 -4.40
C 0.87 -3.96 -3.43
C 2.01 -3.52 -2.84
I 1.92 -2.01 -1.39
H 4.25 -5.58 -4.46
H 2.15 -6.38 -5.52
H 0.00 -5.33 -4.86
H -0.09 -3.54 -3.18
C -2.23 3.60 2.20
N -0.92 4.08 1.73
C -0.66 5.53 1.68
C 0.00 3.24 1.37
O -0.13 1.97 1.41
H -2.74 4.40 2.71
H -2.09 2.77 2.89
H -2.83 3.27 1.35
H -1.53 6.06 2.05
H -0.48 5.84 0.65
H 0.19 5.79 2.30
H 0.94 3.68 1.03
C -0.89 -1.43 4.48
C 0.57 -1.35 4.06
C 1.45 -0.82 5.21
C 1.10 -2.66 3.51
N 0.65 -0.29 3.01
N 1.73 -0.08 2.24
H -0.97 -2.08 5.35
H -1.51 -1.87 3.69
H -1.29 -0.46 4.76
H 1.36 -1.53 6.04
H 1.10 0.15 5.58
H 2.50 -0.75 4.93
H 1.02 -3.42 4.28
H 2.16 -2.62 3.25
H 0.52 -3.00 2.64
H 0.05 0.54 3.06
H 2.39 -0.85 2.30
H 2.15 0.84 2.39
```